Here is a structure of composition C56H55N4O5P2STeTi from the OMol25 dataset. Energies are from ωB97M-V/def2-TZVPD.

Computed properties:
- HOMO energy: -10.561 eV
- Energy relative to the best compared isomer or geometry (same formula, charge and spin): 0.0 kcal/mol
- LUMO level: -3.721 eV
- Orbital gap: 6.84 eV

```
! RIJCOSX wB97M-V def2-TZVPD def2/J DEFGRID3
* xyz 1 1
Ti 0.447 -1.136 0.890
O 4.072 -3.908 4.555
C 2.932 -4.581 4.465
O 2.710 -5.578 5.095
C 1.900 -4.041 3.533
C 0.654 -4.632 3.318
N -0.023 -3.871 2.458
N 0.711 -2.819 2.082
C 1.877 -2.907 2.721
C 2.860 -1.846 2.338
O 3.977 -1.792 2.821
O 2.359 -1.043 1.457
H 4.118 -3.132 3.949
H 0.247 -5.532 3.744
H -0.917 -4.021 1.909
C -0.347 0.339 -7.401
S 0.734 1.687 -6.881
C 1.738 0.823 -5.652
C 0.988 0.518 -4.363
C 1.897 -0.170 -3.357
N 1.221 -0.526 -2.100
P 0.554 0.638 -1.043
C 1.694 2.038 -1.170
C 1.504 3.144 -1.996
C 2.480 4.125 -2.074
C 3.653 4.000 -1.346
C 3.849 2.900 -0.525
C 2.867 1.930 -0.423
C -1.034 1.113 -1.759
C -1.578 2.378 -1.549
C -2.850 2.676 -2.011
C -3.595 1.705 -2.664
C -3.071 0.434 -2.846
C -1.799 0.134 -2.388
P 1.405 -2.016 -1.314
C 0.403 -3.248 -2.179
C -0.025 -3.081 -3.494
C -0.800 -4.056 -4.101
C -1.146 -5.203 -3.401
C -0.722 -5.376 -2.091
C 0.047 -4.399 -1.481
C 3.130 -2.484 -1.578
C 3.480 -3.684 -2.195
C 4.817 -4.004 -2.377
C 5.804 -3.135 -1.943
C 5.460 -1.944 -1.317
C 4.130 -1.621 -1.128
H -0.876 0.678 -8.288
H -1.080 0.082 -6.638
H 0.242 -0.538 -7.665
H 2.587 1.479 -5.453
H 2.133 -0.091 -6.101
H 0.115 -0.105 -4.571
H 0.602 1.452 -3.952
H 2.753 0.477 -3.127
H 2.308 -1.089 -3.785
H 0.613 3.237 -2.601
H 2.325 4.982 -2.714
H 4.415 4.764 -1.417
H 4.759 2.803 0.049
H 3.001 1.098 0.260
H -1.014 3.135 -1.018
H -3.259 3.665 -1.857
H -4.587 1.936 -3.023
H -3.658 -0.331 -3.332
H -1.406 -0.869 -2.514
H 0.241 -2.190 -4.046
H -1.131 -3.923 -5.121
H -1.750 -5.964 -3.876
H -1.001 -6.263 -1.541
H 0.364 -4.529 -0.452
H 2.714 -4.366 -2.540
H 5.084 -4.935 -2.858
H 6.846 -3.385 -2.089
H 6.231 -1.271 -0.968
H 3.866 -0.699 -0.626
C -3.742 3.739 7.236
C -3.161 3.066 6.031
C -3.778 3.149 4.792
C -3.245 2.544 3.658
C -4.006 2.654 2.369
C -2.039 1.846 3.797
Te -1.118 1.146 2.009
N -1.118 -1.708 0.372
C -2.166 -2.540 0.321
O -2.154 -3.687 0.802
C -3.389 -2.007 -0.344
C -3.908 -2.682 -1.443
C -5.066 -2.221 -2.048
C -5.715 -1.105 -1.544
C -5.204 -0.443 -0.438
C -4.035 -0.887 0.157
C 0.604 2.352 2.357
C 1.740 1.738 2.874
C 2.894 2.462 3.119
C 2.909 3.821 2.848
C 1.773 4.437 2.356
C 0.601 3.725 2.106
C -0.608 4.478 1.648
C -1.424 1.687 5.038
C -0.190 0.866 5.249
C -1.996 2.321 6.135
H -4.615 4.332 6.974
H -3.009 4.396 7.703
H -4.043 3.003 7.982
H -4.708 3.695 4.700
H -4.858 3.318 2.496
H -4.384 1.683 2.047
H -3.396 3.039 1.551
H -3.405 -3.566 -1.813
H -5.468 -2.740 -2.907
H -6.629 -0.757 -2.006
H -5.725 0.413 -0.032
H -3.638 -0.377 1.028
H 1.714 0.688 3.140
H 3.766 1.966 3.522
H 3.801 4.403 3.028
H 1.785 5.501 2.161
H -0.327 5.294 0.985
H -1.317 3.835 1.126
H -1.131 4.907 2.505
H -0.119 0.049 4.525
H -0.197 0.434 6.249
H 0.710 1.477 5.155
H -1.516 2.217 7.101
*
```

=====

Here is a structure of composition C32H88N8O16S2Sr2 from the OMol25 dataset. Energies are from ωB97M-V/def2-TZVPD.

Computed properties:
- HOMO energy: -4.592 eV
- Energy relative to the best compared isomer or geometry (same formula, charge and spin): 573.4 kcal/mol
- LUMO level: -2.361 eV
- Orbital gap: 2.23 eV

```
! RIJCOSX wB97M-V def2-TZVPD def2/J DEFGRID3
* xyz 0 1
Sr 11.907 -13.492 -29.752
Sr 8.788 -7.224 -30.120
S 14.393 -8.704 -30.370
O 15.113 -8.064 -31.420
O 14.428 -10.123 -30.433
O 15.293 -8.197 -29.365
O 13.042 -8.195 -30.319
S 7.566 -11.641 -29.089
O 6.340 -12.011 -29.745
O 8.701 -11.350 -29.999
O 7.493 -10.351 -28.392
O 7.988 -12.749 -28.252
C 14.447 -12.565 -24.456
C 13.168 -13.272 -24.316
C 12.777 -13.439 -22.799
O 11.535 -14.098 -22.766
C 11.061 -14.076 -21.402
N 12.121 -12.567 -25.017
H 14.686 -12.494 -25.517
H 15.246 -13.130 -23.976
H 14.407 -11.536 -24.098
H 13.162 -14.271 -24.750
H 12.765 -12.460 -22.320
H 13.421 -14.152 -22.284
H 10.080 -14.551 -21.408
H 10.913 -13.076 -20.995
H 11.784 -14.621 -20.796
H 11.251 -13.006 -24.748
H 11.980 -11.704 -24.511
C 5.900 -6.863 -34.983
C 6.216 -8.154 -34.295
C 7.584 -8.730 -34.696
O 8.352 -7.857 -34.013
C 9.685 -7.943 -34.530
N 6.031 -7.965 -32.829
H 5.099 -6.303 -34.500
H 5.866 -6.869 -36.072
H 6.682 -6.128 -34.794
H 5.542 -8.917 -34.684
H 7.535 -8.595 -35.777
H 7.654 -9.794 -34.468
H 10.328 -8.797 -34.318
H 10.386 -7.285 -34.017
H 9.696 -7.745 -35.602
H 5.176 -7.505 -32.550
H 5.995 -8.910 -32.475
C 16.346 -18.161 -29.393
C 15.083 -17.365 -29.388
C 14.126 -17.878 -28.307
O 12.851 -17.256 -28.469
C 11.977 -17.758 -27.441
N 15.181 -15.980 -29.109
H 16.234 -19.227 -29.590
H 16.968 -17.986 -28.515
H 16.883 -17.869 -30.296
H 14.631 -17.498 -30.370
H 14.513 -17.721 -27.299
H 13.978 -18.955 -28.389
H 12.191 -17.395 -26.436
H 11.628 -18.791 -27.449
H 11.008 -17.320 -27.683
H 15.676 -16.022 -28.230
H 15.876 -15.550 -29.703
C 4.096 -10.850 -22.031
C 5.334 -11.025 -22.926
C 5.729 -12.509 -23.153
O 4.835 -13.076 -24.051
C 5.107 -14.390 -24.473
N 4.992 -10.352 -24.111
H 3.719 -9.832 -21.931
H 4.272 -11.186 -21.009
H 3.304 -11.526 -22.355
H 6.195 -10.563 -22.443
H 5.626 -13.136 -22.267
H 6.776 -12.717 -23.372
H 4.802 -15.185 -23.792
H 6.167 -14.590 -24.627
H 4.767 -14.480 -25.504
H 4.458 -11.040 -24.623
H 5.776 -10.432 -24.742
C -0.348 -13.574 -26.447
C 0.220 -13.273 -27.927
C -0.727 -12.656 -28.930
O -1.851 -13.509 -29.028
C -3.041 -13.068 -28.404
N 1.365 -12.453 -27.675
H 0.392 -13.755 -25.667
H -0.959 -14.475 -26.385
H -1.060 -12.831 -26.089
H 0.607 -14.228 -28.284
H -0.305 -12.690 -29.934
H -0.924 -11.609 -28.698
H -2.837 -13.007 -27.335
H -3.950 -13.614 -28.656
H -3.269 -12.071 -28.782
H 1.893 -12.787 -26.881
H 2.069 -12.333 -28.389
C 9.399 -5.381 -24.034
C 8.547 -4.637 -25.005
C 7.941 -3.271 -24.419
O 7.076 -2.575 -25.241
C 6.751 -1.264 -24.794
N 9.325 -4.531 -26.207
H 9.856 -6.305 -24.390
H 8.874 -5.631 -23.112
H 10.279 -4.760 -23.868
H 7.717 -5.290 -25.277
H 8.794 -2.660 -24.125
H 7.370 -3.542 -23.531
H 6.613 -1.240 -23.713
H 5.775 -1.032 -25.221
H 7.540 -0.705 -25.297
H 10.301 -4.718 -26.023
H 9.342 -3.601 -26.601
C 2.139 -16.817 -34.123
C 2.891 -16.378 -32.790
C 4.050 -17.373 -32.330
O 3.544 -18.555 -31.829
C 4.452 -19.333 -31.092
N 3.578 -15.160 -33.039
H 1.336 -17.455 -33.755
H 2.814 -17.375 -34.772
H 1.677 -15.975 -34.639
H 2.200 -16.176 -31.971
H 4.587 -16.911 -31.502
H 4.729 -17.516 -33.171
H 4.747 -18.738 -30.228
H 5.355 -19.590 -31.647
H 3.937 -20.184 -30.645
H 4.044 -14.917 -32.176
H 3.087 -14.315 -33.293
C 9.749 -17.524 -34.651
C 10.874 -16.666 -34.024
C 11.788 -15.953 -35.109
O 12.702 -15.228 -34.424
C 13.500 -14.390 -35.199
N 10.334 -15.769 -32.978
H 10.224 -18.020 -35.497
H 9.079 -16.835 -35.167
H 9.215 -18.116 -33.908
H 11.613 -17.172 -33.404
H 11.040 -15.421 -35.696
H 12.160 -16.744 -35.761
H 14.089 -13.784 -34.511
H 12.864 -13.714 -35.770
H 14.053 -14.876 -36.003
H 9.610 -15.157 -33.327
H 9.869 -16.451 -32.396
*
```

=====

Here is the molecule C4H3NO from the OMol25 dataset. Energies are from ωB97M-V/def2-TZVPD.

Computed properties:
- HOMO energy: -8.290 eV
- Energy relative to the best compared isomer or geometry (same formula, charge and spin): 91.7 kcal/mol
- LUMO level: 0.146 eV
- Orbital gap: 8.44 eV

```
! RIJCOSX wB97M-V def2-TZVPD def2/J DEFGRID3
* xyz 0 1
C 1.332 -2.174 2.918
C 0.996 -3.081 2.027
C 0.514 -0.887 0.981
C -0.229 -0.100 -0.061
N 0.989 -1.245 2.004
O 0.646 -3.616 1.037
H -1.245 -0.323 0.195
H 0.144 -0.406 -1.024
H -0.012 0.894 0.227
*
```

=====

Here is a structure of composition C43H39O3P2STm from the OMol25 dataset. Energies are from ωB97M-V/def2-TZVPD.

Computed properties:
- HOMO energy (spin up / spin down): -13.778 / -13.773 eV
- LUMO level (spin up / spin down): -6.348 / -6.314 eV
- Orbital gap (spin up / spin down): 7.43 / 7.46 eV

```
! RIJCOSX wB97M-V def2-TZVPD def2/J DEFGRID3
* xyz 2 3
C 1.091 -1.557 -4.091
C 0.049 -2.003 -3.236
C -1.282 -1.998 -3.681
C -1.569 -1.695 -5.007
C -0.529 -1.368 -5.883
C 0.791 -1.269 -5.424
P 0.390 -2.038 -1.483
C -1.105 -2.814 -0.722
C -2.346 -2.069 -0.614
C -3.384 -2.613 0.182
C -3.181 -3.841 0.829
C -1.959 -4.527 0.764
C -0.919 -4.004 0.021
Tm -0.690 -0.621 0.381
P -0.286 1.930 -0.481
C -1.639 2.062 -1.742
C -1.384 2.277 -3.109
C -2.399 2.074 -4.034
C -3.669 1.673 -3.624
C -3.949 1.482 -2.275
C -2.945 1.655 -1.321
C -0.420 3.409 0.547
C 0.399 3.428 1.699
C 0.287 4.487 2.589
C -0.662 5.490 2.364
C -1.511 5.438 1.250
C -1.408 4.380 0.348
C 1.353 2.194 -1.267
C 2.388 1.237 -1.113
C 3.544 1.351 -1.882
C 3.739 2.482 -2.683
C 2.784 3.503 -2.724
C 1.591 3.368 -2.007
C 1.862 -2.996 -1.228
C 2.246 -3.889 -2.239
C 3.441 -4.594 -2.112
C 4.231 -4.421 -0.965
C 3.817 -3.568 0.069
C 2.627 -2.858 -0.048
H 1.074 2.588 1.893
H 0.935 4.516 3.474
H -0.760 6.305 3.077
H -2.267 6.206 1.091
H -2.106 4.281 -0.486
H -0.389 2.596 -3.447
H -2.200 2.242 -5.106
H -4.438 1.506 -4.374
H -4.953 1.210 -1.951
H -3.139 1.506 -0.257
H 2.274 0.405 -0.406
H 4.293 0.549 -1.837
H 4.653 2.578 -3.255
H 2.938 4.407 -3.326
H 0.838 4.162 -2.005
H 1.627 -3.977 -3.133
H 3.746 -5.264 -2.913
H 5.163 -4.970 -0.866
H 4.427 -3.455 0.972
H 2.302 -2.174 0.748
H -2.500 -1.127 -1.186
H -4.337 -2.058 0.284
H -3.990 -4.277 1.444
H -1.825 -5.479 1.313
H 0.067 -4.477 0.041
H -2.095 -2.193 -2.986
H -2.609 -1.687 -5.337
H -0.739 -1.164 -6.931
H 1.596 -0.964 -6.106
H 2.094 -1.366 -3.677
H -0.040 0.151 -2.066
H 0.278 0.408 -2.742
C -0.301 1.211 8.484
C -0.123 0.622 7.110
C 0.077 -0.754 6.990
C 0.241 -1.354 5.742
C 0.176 -0.572 4.575
C 0.057 0.811 4.692
C -0.080 1.402 5.951
S 0.323 -1.336 2.977
O 0.934 -2.630 3.130
O -1.097 -1.386 2.406
O 1.017 -0.399 1.999
H -1.191 0.817 8.990
H 0.568 0.964 9.098
H -0.389 2.293 8.450
H 0.121 -1.341 7.913
H 0.418 -2.426 5.680
H 0.083 1.421 3.785
H -0.146 2.501 6.037
*
```

=====

Here is the molecule C5H7N from the OMol25 dataset. Energies are from ωB97M-V/def2-TZVPD.

Computed properties:
- HOMO energy: -7.784 eV
- Energy relative to the best compared isomer or geometry (same formula, charge and spin): 48.2 kcal/mol
- Structure (SMILES): Cc1ccc[nH]1
- LUMO level: 1.059 eV
- Orbital gap: 8.84 eV

```
! RIJCOSX wB97M-V def2-TZVPD def2/J DEFGRID3
* xyz 0 1
C 0.174 1.565 0.993
C 0.417 0.407 1.706
N -0.303 -0.613 1.055
C -0.449 -0.342 -0.289
C -0.273 1.050 -0.332
C -0.102 -1.099 -1.535
H 0.407 2.648 1.282
H 0.969 0.126 2.554
H -0.641 -1.465 1.468
H -0.120 1.720 -1.190
H 0.205 -2.234 -1.383
H 0.669 -0.528 -2.124
H -0.952 -1.235 -2.205
*
```

=====

Here is the molecule C6H10O from the OMol25 dataset. Energies are from ωB97M-V/def2-TZVPD.

Computed properties:
- HOMO energy: -8.339 eV
- Energy relative to the best compared isomer or geometry (same formula, charge and spin): 44.6 kcal/mol
- LUMO level: 0.888 eV
- Orbital gap: 9.23 eV

```
! RIJCOSX wB97M-V def2-TZVPD def2/J DEFGRID3
* xyz 0 1
C -0.862 -0.749 -1.446
C 0.985 -1.382 1.149
C 0.064 0.468 -1.410
C 0.869 0.608 -0.118
C 0.093 0.896 1.163
C -0.088 -0.500 1.768
O 1.500 -0.701 0.165
H -1.590 -0.735 -0.630
H -0.285 -1.674 -1.364
H -1.419 -0.787 -2.386
H -0.513 1.390 -1.552
H 0.763 0.410 -2.251
H 1.697 1.305 -0.270
H -0.844 1.426 0.982
H 0.701 1.515 1.830
H -0.018 -0.529 2.858
H -1.051 -0.962 1.513
*
```